Entry from the OMol25 dataset: C30H28BHfN10O4P as an isolated structure at a distorted geometry (ωB97M-V with the def2-TZVPD basis set).

```
75
Properties=species:S:1:pos:R:3:lowdin_charge:R:1
H -3.4436 -2.5148 -3.9779 0.0993
H -2.7109 -1.1337 3.8717 0.1233
C 6.2001 -0.5979 2.0821 -0.1054
C 6.8099 -0.0743 0.9196 -0.0155
C 3.0243 -2.9671 1.0355 0.0205
N 1.8566 0.4335 -1.7498 -0.1083
C -1.5669 -1.4550 -2.6972 -0.5211
H -3.8846 0.4541 -1.8526 0.0800
C -0.1815 3.1247 -0.8373 -0.0464
N 2.5475 -1.8658 0.4423 0.0271
H 5.8247 0.3522 -1.0248 0.1122
C -2.4124 -0.1421 2.0016 -0.1452
C -1.3528 2.7644 -0.1626 -0.2992
N 4.9544 -0.8749 1.8213 0.0423
C 2.0967 -3.9825 0.8877 0.0212
H 3.9732 -2.9666 1.5339 0.1320
C 5.7956 -0.0159 -0.0204 -0.0662
H -5.0737 -0.4633 4.0602 0.1310
N 2.9827 -0.2284 -1.3557 0.0244
C -4.4911 -0.1511 3.2094 -0.0091
N -1.6484 -2.0402 -0.3078 -0.0399
N -2.3806 -2.8285 0.5004 0.0602
O -0.4786 -0.8117 -2.4046 -0.1802
C 2.9818 1.4690 1.8146 0.0217
B 3.2207 -0.5007 0.1392 -0.6658
O -4.1850 -3.1311 -3.7404 0.1815
C 1.9513 2.0969 2.4875 0.0171
H 0.1460 6.2642 0.3597 0.1544
C -3.0053 0.6310 0.9960 -0.3785
H -2.6541 1.3239 -2.7901 0.0705
H 2.1648 -4.9919 1.2334 0.1239
H 4.0367 1.6389 1.9067 0.1471
C 3.7184 -0.5500 -2.4326 0.0131
H -4.7989 1.6315 0.3558 0.1136
H 2.0319 2.8615 3.2323 0.1226
H -3.7198 2.2231 -1.7125 0.0732
O -2.0833 -1.4827 -3.7891 0.1612
H 7.8475 0.1431 0.7791 0.1066
H -0.2186 1.7335 2.2610 0.1072
P -1.9972 1.0820 -0.4493 0.9751
C -4.3392 1.0211 1.1181 -0.0712
N 4.6676 -0.4868 0.5564 -0.0294
H 0.2908 2.4182 -1.5262 0.0931
C -4.2761 -3.5594 -2.5257 -0.4986
C -3.1589 -0.5328 3.0975 -0.0479
O -5.1162 -4.3161 -2.1176 0.1557
H 1.1610 1.0317 -3.6721 0.1329
H -1.3601 -0.4331 1.9108 0.0767
H -2.9160 3.3949 1.1708 0.1268
H -4.0525 -4.1370 0.2982 0.1643
C 1.9158 0.5257 -3.0902 -0.0913
H 6.6390 -0.8176 3.0333 0.1206
C 0.7971 1.5160 1.9879 -0.1127
H 4.6323 -1.1075 -2.3657 0.1497
C 3.0744 -0.0774 -3.5598 0.0292
C -1.4598 4.9356 0.8418 0.0426
H 3.3974 -0.1585 -4.5771 0.1286
H 1.2180 4.6982 -1.2174 0.1428
C -5.0716 0.6414 2.2294 -0.0192
C -0.2865 5.2905 0.1917 0.0834
C 0.3346 4.3976 -0.6757 0.0339
N 1.3225 -2.1224 -0.0916 -0.1076
Hf 0.1814 -0.3889 -0.6407 1.6478
N 2.4593 0.5702 0.9698 0.0331
C -3.1780 1.2845 -1.8325 -0.1592
C -2.1840 -2.1782 -1.5347 -0.1454
C 1.0545 -3.4117 0.1769 -0.0895
H -6.0964 0.9633 2.3306 0.1311
N 1.0997 0.5811 1.0666 -0.1122
H 0.1540 -3.8861 -0.1660 0.1148
H -2.1754 -2.9126 1.4900 0.1777
H -1.9734 5.6472 1.4693 0.1458
C -1.9970 3.6702 0.6736 0.0014
C -3.2793 -3.0639 -1.4900 0.0043
C -3.3571 -3.4548 -0.1560 0.0665
```

Its LUMO energy (alpha / beta) is -9.5 / -13.7 eV. As for the HOMO energy (alpha / beta): -16.03 / -16.03 eV. The spin multiplicity is 2. Its total charge is +3. As for the expectation value of S²: 0.7664. The relative energy (zero: lowest compared OMol25 entry of this formula, charge and spin) is 43.9 kcal per mole. The calculation puts the HOMO-LUMO gap (alpha / beta) at 0.2392 / 0.0846 hartree.